DFT (wB97M-V/def2-TZVPD) results for a 7-piece molecular cluster, C4H22NO8 overall in a non-equilibrium geometry.

For the energy relative to the best compared isomer or geometry (same formula, charge and spin), the calculation gives 82.9 kcal per mole. The value obtained for the gap between HOMO and LUMO is 0.36037 Eh. Its LUMO energy is -3.195 eV. The charge is +1.

Cartesian coordinates (Å):
O -1.5243 -2.0329 -2.6337
C -0.3423 -2.0251 -2.7361
C 0.5376 -1.0274 -1.8854
C -0.1511 -0.7226 -0.5480
C 0.4921 0.3417 0.4358
O 0.1690 -1.9269 0.0918
N 1.9049 -1.4841 -1.7457
H 0.0408 -2.8039 -3.4442
H 0.4634 0.0248 -2.5166
H -1.2719 -0.5424 -0.5040
H 1.5265 0.8090 -0.1271
H -0.1943 1.3116 0.5140
H 0.7623 -0.1509 1.3965
H -0.4981 -2.1466 0.8040
H 1.8340 -2.5352 -1.9810
H 2.2961 -1.3373 -0.7922
H 2.4796 -0.9100 -2.3855
H -2.8071 0.1700 1.4312
H -2.9324 1.0530 2.6236
O -2.7239 0.9834 1.7726
H 4.0645 1.4692 -0.6513
H 4.7366 0.4676 0.4340
O 4.4024 0.5206 -0.3886
H -1.1366 2.8867 2.0216
H -0.9059 4.4303 2.1893
O -0.8770 3.5558 2.6363
H -2.3079 -3.2358 1.5832
H -1.6034 -2.4907 2.7213
O -1.7347 -2.5742 1.7478
H -2.3442 2.2214 -2.1213
H -1.3561 3.3509 -2.2614
O -1.4515 2.4073 -2.0854
H 0.7633 1.4051 3.4032
H 0.8494 2.9826 3.1660
O 1.3634 2.1368 3.2491

The Löwdin scheme yields these atomic charges, measured in e: O 0.110; C -0.194; C -0.247; C -0.394; C -0.026; O -0.103; N 0.219; H 0.145; H 0.217; H 0.161; H 0.123; H 0.093; H 0.080; H 0.052; H 0.209; H 0.164; H 0.184; H -0.033; H -0.015; O 0.070; H 0.118; H -0.033; O -0.056; H -0.004; H 0.084; O -0.050; H 0.015; H 0.117; O 0.032; H -0.005; H 0.052; O -0.025; H 0.011; H 0.025; O -0.095

***

DFT (wB97M-V/def2-TZVPD) results for a 7-piece molecular cluster, C4H22O9 overall in a non-equilibrium geometry.

For the energy relative to the best compared isomer or geometry (same formula, charge and spin), the calculation gives 10.7 kcal per mole. The value obtained for the gap between HOMO and LUMO is 0.36434 Eh. Its LUMO energy is 0.231 eV.

Cartesian coordinates (Å):
O 0.1692 1.0284 1.8757
C -1.1283 1.2163 1.1799
C -2.1745 1.7643 2.0590
O -2.1894 0.9617 3.2615
H 0.0922 1.2983 2.8170
H -0.9712 1.9085 0.3306
H -1.3438 0.2671 0.6847
H -3.1450 1.7965 1.5431
H -1.8799 2.8233 2.1962
H -2.7892 1.2549 3.9560
O -0.1775 0.1882 -2.2276
C 0.7728 -0.0152 -3.2266
C 2.0478 -0.7799 -2.7718
O 2.7148 0.0902 -1.8092
H -0.0174 1.0581 -1.8294
H 0.2649 -0.6083 -4.0075
H 1.1093 0.9665 -3.4982
H 2.6701 -0.9410 -3.6212
H 1.8596 -1.6560 -2.2881
H 2.7886 -0.4346 -0.9514
O 1.1089 2.0706 -0.5997
H 1.3801 1.6497 0.2391
H 1.7215 1.6231 -1.2407
O 3.1702 -1.0583 0.4964
H 2.2946 -1.2311 0.8719
H 3.4599 -0.3510 1.0853
O -3.4663 -1.0220 1.4487
H -3.5084 -1.9716 1.5436
H -2.9264 -0.7414 2.2239
O -0.9211 -2.2944 -0.8426
H -0.7599 -1.5056 -1.4088
H -1.8842 -2.1823 -0.6033
O 0.9105 -1.9175 1.2211
H 0.3116 -1.1615 1.5200
H 0.4356 -2.0942 0.3724

The Löwdin scheme yields these atomic charges, measured in e: O -0.100; C -0.221; C -0.232; O -0.074; H 0.104; H 0.115; H 0.098; H 0.131; H 0.132; H 0.103; O -0.092; C -0.228; C -0.168; O -0.129; H 0.059; H 0.128; H 0.117; H 0.106; H 0.084; H 0.035; O -0.089; H 0.036; H 0.035; O -0.044; H -0.028; H 0.069; O -0.061; H 0.034; H 0.032; O -0.079; H 0.026; H 0.074; O -0.072; H 0.069; H 0.028

***

DFT (wB97M-V/def2-TZVPD) results for a 9-piece molecular cluster, C4H24N2O10 overall in a non-equilibrium geometry.

For the energy relative to the best compared isomer or geometry (same formula, charge and spin), the calculation gives 48.0 kcal per mole. The value obtained for the gap between HOMO and LUMO is 0.34644 Eh. Its LUMO energy is -0.092 eV.

Cartesian coordinates (Å):
C 1.1497 1.4569 -0.1278
C -0.2334 0.6254 -0.4081
N -1.0937 0.4584 0.7615
C -1.8196 1.5702 1.2096
O -2.3443 2.4135 0.5429
C -0.5976 1.2380 -1.7931
N -1.6205 2.0777 -1.9654
O 0.0896 0.8015 -2.7334
H 1.8128 1.3078 -1.0618
H 1.7720 1.3036 0.7638
H 0.8085 2.5104 -0.0082
H 0.0614 -0.4122 -0.7010
H -0.6732 -0.1249 1.4264
H -1.9347 1.6473 2.2928
H -2.2483 2.4797 -1.2237
H -1.7462 2.4654 -2.8953
O 0.0740 3.2994 2.5331
H -0.7181 3.8120 2.5169
H 0.7050 4.0440 2.5062
O -2.0376 -2.3341 -0.6748
H -2.0259 -1.4380 -0.3265
H -2.6594 -2.7734 -0.0824
O -0.5573 -3.6670 -2.6600
H -0.8097 -3.2231 -1.7843
H -1.3588 -3.5993 -3.1537
O 1.3590 -1.8579 -2.9084
H 0.9970 -0.9998 -3.0387
H 0.5724 -2.5007 -2.9596
O 2.9491 -0.6764 -0.7342
H 2.4517 -1.0006 -1.4655
H 3.8116 -0.9377 -1.0092
O -0.7074 -2.5895 2.2146
H 0.2333 -2.3434 2.1028
H -1.0140 -3.3621 1.7424
O 1.5061 -1.2528 1.3052
H 2.0126 -0.9628 0.4793
H 1.3938 -0.4761 1.8614
O 0.6077 0.6435 2.8918
H 0.6222 1.6517 2.8785
H 1.2102 0.7255 3.6857

The Löwdin scheme yields these atomic charges, measured in e: C -0.036; C -0.218; N 0.087; C -0.320; O 0.022; C -0.493; N 0.181; O 0.002; H 0.099; H 0.059; H 0.074; H 0.128; H 0.055; H 0.129; H 0.096; H 0.118; O -0.036; H 0.049; H 0.089; O -0.039; H 0.025; H 0.062; O -0.062; H 0.057; H 0.041; O -0.086; H -0.026; H 0.019; O -0.016; H 0.011; H 0.072; O -0.082; H 0.007; H 0.019; O -0.107; H 0.004; H -0.030; O -0.104; H 0.040; H 0.109

***

DFT (wB97M-V/def2-TZVPD) results for a 7-piece molecular cluster, C4H24N2O6 overall in a non-equilibrium geometry.

For the energy relative to the best compared isomer or geometry (same formula, charge and spin), the calculation gives 33.7 kcal per mole. The value obtained for the gap between HOMO and LUMO is 0.34930 Eh. Its LUMO energy is 0.282 eV.

Cartesian coordinates (Å):
C -0.5433 -0.9877 2.2069
C 0.3878 -1.4490 1.0535
C 0.8650 -2.8555 1.2729
N -0.4116 -1.3706 -0.2086
C 0.4415 -1.5113 -1.3767
N 0.7099 -0.1948 -2.0281
H -1.5579 -1.4108 2.1248
H -0.6429 0.0903 2.2053
H -0.3685 -1.4521 3.1687
H 1.2161 -0.6503 0.9644
H 1.1400 -2.9433 2.3840
H 1.8496 -3.1093 0.8325
H 0.1468 -3.6000 0.8988
H -1.0223 -0.5593 -0.1528
H -0.1616 -2.1567 -2.0364
H 1.3252 -2.0773 -1.0610
H 0.8054 -0.2832 -3.0442
H -0.1228 0.3874 -1.9619
O -0.0948 2.8549 1.9333
H -0.7872 2.2515 1.6216
H 0.3996 2.7910 1.0838
O -2.8060 -2.6410 -0.7698
H -3.4561 -2.0151 -0.4545
H -1.9525 -2.2240 -0.9819
O -2.6691 0.9731 -0.9162
H -1.9127 1.5681 -0.9739
H -3.3013 1.2169 -1.5999
O -0.9637 3.5459 -0.7804
H -1.3581 3.9423 0.0058
H -0.0802 3.9350 -0.8089
O 2.0883 3.1403 0.1498
H 2.4041 3.2101 -0.7536
H 2.0692 2.1947 0.3716
O 2.8732 0.8329 -0.7827
H 3.3896 0.1566 -0.3363
H 2.1009 0.4005 -1.2497

The Löwdin scheme yields these atomic charges, measured in e: C -0.050; C -0.435; C -0.081; N -0.082; C -0.249; N 0.018; H 0.087; H 0.052; H 0.069; H 0.143; H 0.102; H 0.069; H 0.096; H 0.079; H 0.113; H 0.113; H 0.100; H 0.073; O -0.072; H 0.015; H -0.011; O -0.081; H 0.020; H -0.017; O -0.056; H -0.008; H 0.052; O -0.060; H 0.052; H 0.036; O -0.076; H 0.043; H 0.019; O -0.105; H 0.042; H -0.013